Entry 1:
The following is a quantum chemistry calculation of a cluster of 2 separate species, C6H6N3OP in total, from the Open Molecules 2025 dataset.

Geometry as XYZ:
```
17
Properties=species:S:1:pos:R:3
C 3.31614 -1.50696 0.36067
C -0.55268 -1.59475 0.01990
C 0.51118 1.66982 0.11301
C -1.90458 -2.04782 -0.34633
C 1.14025 3.03220 0.30156
C 2.50292 -0.39824 0.75214
N 3.92630 -0.39676 0.36559
N -0.67905 -2.80269 0.36487
N -0.27398 2.59330 0.41475
O 1.47322 0.18633 -1.85109
P 1.19492 0.16759 -0.39840
H 3.33004 -2.61369 0.20093
H -2.72331 -1.61207 0.11666
H -2.01609 -2.35656 -1.34346
H 1.61289 3.22628 1.29581
H 1.45917 3.62081 -0.63319
H 2.12256 -0.02205 1.70587
```

Values from the calculation:
* 2S+1: 1
* HOMO energy (spin up / spin down): -8.827 / -8.826 eV
* E_LUMO (spin up / spin down): -0.44 / -0.44 eV



Entry 2:
The following is a quantum chemistry calculation of a cluster of 2 separate species, C6H6N4 in total, from the Open Molecules 2025 dataset.

Geometry as XYZ:
```
16
Properties=species:S:1:pos:R:3
C 0.65511 -1.15884 0.92315
C 0.01034 0.87936 0.36653
C -1.10008 1.65049 -1.51672
C -1.15030 0.40573 -2.14351
C -0.63027 -0.67188 -1.30250
C 0.00588 -0.45976 -0.13483
H 1.20436 -3.19916 1.53891
H 0.26879 -3.01573 -0.10275
H 0.22431 1.51264 2.62491
H -1.54469 2.57215 -1.73916
H -1.74725 0.23963 -3.06709
H -0.61916 -1.76617 -1.77032
N 0.65648 -2.50064 0.88631
N 1.38641 -0.38956 1.68478
N 0.80921 0.92238 1.37479
N -0.64216 1.93726 -0.32262
```

Values from the calculation:
* 2S+1: 1
* HOMO energy: -8.326 eV
* E_LUMO: -0.22 eV



Entry 3:
The following is a quantum chemistry calculation of a structure of composition C6H6NO3, from the Open Molecules 2025 dataset.

Geometry as XYZ:
```
16
Properties=species:S:1:pos:R:3
C -1.49240 1.05384 0.07777
C -0.43082 1.14250 -0.70564
C -1.85306 -0.17653 0.70837
C 1.90626 1.04263 0.20239
C 0.66734 0.17726 -0.63522
C 0.00949 -1.40415 0.38865
N -1.28669 -1.35269 0.72303
O 2.91200 1.14773 -0.55039
O 1.68246 1.28486 1.35572
O 0.25924 -2.48467 -0.47183
H -2.15113 1.89319 0.15473
H -0.43773 1.87480 -1.45440
H -2.77694 -0.08879 1.15932
H 1.07235 -0.12525 -1.66143
H 0.74715 -1.24769 1.14073
H 1.17249 -2.73705 -0.43181
```

Values from the calculation:
* 2S+1: 1
* HOMO energy: -3.998 eV
* total charge: -1
* E_LUMO: 3.74 eV



Entry 4:
The following is a quantum chemistry calculation of the ion C6H6NO3 with charge +1, from the Open Molecules 2025 dataset.

Geometry as XYZ:
```
16
Properties=species:S:1:pos:R:3
C -0.26970 -0.92136 -2.28327
C -0.87452 0.18835 -2.64471
C -0.32218 0.12988 -1.35668
C 0.73870 0.49828 0.62423
C -0.36530 -0.29885 1.21900
C 1.93153 0.81554 1.33439
N -1.51708 -0.03998 0.51017
O 0.62819 0.83051 -0.68366
O -0.31880 -0.91086 2.27589
O -2.56905 -0.78511 0.81164
H 0.03802 -1.98489 -2.57157
H -1.39274 0.98867 -3.25285
H 2.83142 0.19818 0.86905
H 2.30731 1.92180 1.21384
H 1.61936 0.83270 2.39083
H -2.46518 -1.46283 1.54371
```

Values from the calculation:
* 2S+1: 1
* HOMO energy (spin up / spin down): -12.912 / -13.397 eV
* total charge: +1
* E_LUMO (spin up / spin down): -6.28 / -5.94 eV



Entry 5:
The following is a quantum chemistry calculation of the molecule C6H6NOP, from the Open Molecules 2025 dataset.

Geometry as XYZ:
```
15
Properties=species:S:1:pos:R:3
C 0.34447 -0.14477 -2.08727
C 1.65394 0.31298 -1.70667
C -0.59806 -0.44619 -1.14211
C 1.95914 0.58951 -0.41088
C -0.27299 -0.19559 0.27929
C 0.95774 0.24929 0.47717
N -1.21038 -0.38532 1.25054
O -0.34917 0.44433 3.75011
P -1.27028 -0.45278 3.06095
H 0.09606 -0.30978 -3.21897
H 2.22669 0.57442 -2.63634
H -1.65573 -0.66118 -1.44181
H 2.89186 0.95255 0.08039
H -2.11428 -0.87152 0.89032
H -2.65900 0.34405 2.85529
```

Values from the calculation:
* 2S+1: 1
* HOMO energy (spin up / spin down): -8.653 / -8.149 eV
* E_LUMO (spin up / spin down): -2.10 / -0.40 eV



Entry 6:
The following is a quantum chemistry calculation of the molecule C6H6O, from the Open Molecules 2025 dataset.

Geometry as XYZ:
```
13
Properties=species:S:1:pos:R:3
C -2.03710 1.45832 -0.83083
C -1.38416 0.44996 -0.76941
C -0.59961 -0.76695 -0.60306
C 0.38444 -0.56726 0.53752
O -0.16355 -0.22759 1.76846
C 1.32233 0.54420 0.09509
C 2.50822 0.28998 0.08560
H -2.62709 2.34065 -0.92315
H -1.24573 -1.61339 -0.37640
H -0.02587 -0.98630 -1.51427
H 0.88519 -1.54003 0.72338
H -0.52002 0.65890 1.62179
H 3.50293 -0.04049 0.18528
```

Values from the calculation:
* 2S+1: 1
* HOMO energy: -10.052 eV
* SMILES: C#CC[C@H](O)C#C
* E_LUMO: 0.45 eV



Entry 7:
The following is a quantum chemistry calculation of the molecule C6H6O, from the Open Molecules 2025 dataset.

Geometry as XYZ:
```
13
Properties=species:S:1:pos:R:3
C -0.91625 0.88236 -0.77026
C -0.72782 -0.02580 0.16262
C 0.10776 1.64551 -1.56225
C 1.49463 1.30056 -1.02701
C -1.12555 -0.89407 1.00308
C -0.74037 -2.01895 1.83428
O 2.20556 2.10443 -0.49438
H 0.06947 1.17191 -2.55975
H -0.33139 2.62905 -1.67178
H 1.79216 0.13729 -1.01959
H -1.57047 -2.25440 2.52964
H 0.17618 -1.85987 2.41466
H -0.43390 -2.81803 1.16075
```

Values from the calculation:
* 2S+1: 1
* HOMO energy (spin up / spin down): -7.838 / -7.844 eV
* E_LUMO (spin up / spin down): -0.92 / -0.92 eV



Entry 8:
The following is a quantum chemistry calculation of a structure of composition C6H6O, from the Open Molecules 2025 dataset.

Geometry as XYZ:
```
13
Properties=species:S:1:pos:R:3
C 0.12046 2.47199 1.35088
C 0.11746 1.36362 0.86183
C -0.02915 0.07688 0.19843
C 0.12242 -1.33670 0.74306
C 0.81905 -0.93309 -0.52036
O -0.04022 -1.19004 -1.69570
C -0.77991 -0.08102 -1.23505
H 0.14335 3.45784 1.78099
H -0.74554 -1.98880 0.64393
H 0.75529 -1.57826 1.60109
H 1.85080 -0.89693 -0.81131
H -0.50869 0.80471 -1.81530
H -1.84110 -0.27146 -1.13648
```

Values from the calculation:
* 2S+1: 1
* HOMO energy: -9.276 eV
* E_LUMO: 1.03 eV



Entry 9:
The following is a quantum chemistry calculation of the molecule C6H6O, from the Open Molecules 2025 dataset.

Geometry as XYZ:
```
13
Properties=species:S:1:pos:R:3
C -1.48562 -1.83870 -0.61922
C -0.86913 -0.80597 -0.66324
C 0.08613 0.30665 -0.59271
C -0.51781 1.53540 -0.04863
C -0.98456 2.53743 0.42823
C 1.32071 -0.15556 0.28732
O 1.34186 -1.51960 0.60310
H -2.00310 -2.77156 -0.58586
H 0.44136 0.52933 -1.60809
H -1.41683 3.42412 0.84008
H 1.34261 0.46699 1.19069
H 2.23218 0.02604 -0.28457
H 0.51221 -1.73456 1.05290
```

Values from the calculation:
* 2S+1: 1
* HOMO energy: -10.111 eV
* SMILES: C#CC(C#C)CO
* E_LUMO: 0.93 eV



Entry 10:
The following is a quantum chemistry calculation of the molecule C6H6O, from the Open Molecules 2025 dataset.

Geometry as XYZ:
```
13
Properties=species:S:1:pos:R:3
C 2.91290 -0.62830 0.62161
C 1.75724 -0.35829 0.40258
C 0.41659 -0.03246 0.05107
C -0.15107 1.13453 -0.23447
C -1.63184 0.94583 -0.40926
O -1.84339 -0.45943 -0.26118
C -0.61045 -1.11003 0.01727
H 3.89617 -0.89990 0.93119
H 0.36486 2.07835 -0.31212
H -2.19756 1.48591 0.36493
H -2.00045 1.31026 -1.38347
H -0.41048 -1.83668 -0.77237
H -0.50251 -1.62980 0.98420
```

Values from the calculation:
* 2S+1: 1
* HOMO energy: -8.985 eV
* SMILES: C#CC1=CCOC1
* E_LUMO: 0.95 eV



Entry 11:
The following is a quantum chemistry calculation of the molecule C6H6O, from the Open Molecules 2025 dataset.

Geometry as XYZ:
```
13
Properties=species:S:1:pos:R:3
C -0.01410 1.89299 -0.09618
C -0.23009 0.56840 -0.13064
C -1.54150 0.02291 0.14834
C -1.44764 -1.36505 -0.04916
O -0.18147 -1.65158 -0.12725
C 0.70658 -0.55351 -0.24766
C 2.10567 -0.66881 0.06828
H 1.03231 2.27595 -0.47959
H -0.98958 2.59484 0.21443
H -2.47924 0.49613 0.14546
H -2.40876 -1.83933 -0.07965
H 2.52966 -1.81624 0.12910
H 2.91816 0.04331 0.50452
```

Values from the calculation:
* 2S+1: 1
* HOMO energy: -7.644 eV
* SMILES: C=c1ccoc1=C
* E_LUMO: -0.06 eV



Entry 12:
The following is a quantum chemistry calculation of a structure of composition C6H6O, from the Open Molecules 2025 dataset.

Geometry as XYZ:
```
13
Properties=species:S:1:pos:R:3
C -0.43194 -0.85383 0.93156
C 0.56537 0.35426 0.77543
C 1.13280 -0.44312 -0.59097
C -0.42540 -0.76860 -0.59181
C -1.02239 0.49082 -0.70987
C -0.28464 1.41436 0.00963
H 1.13133 0.39184 1.86566
H 1.41463 0.46517 -1.30216
H 2.06910 -1.02225 -0.09898
H -0.88352 -1.66803 -1.04055
H -1.90055 0.85025 -1.21981
H -0.53284 2.55953 0.27760
O -0.83196 -1.77041 1.69427
```

Values from the calculation:
* 2S+1: 1
* HOMO energy: -9.179 eV
* E_LUMO: 0.94 eV



Energy relative to the best compared isomer or geometry (same formula, charge and spin) values, unit kcal/mol, following the record order: 169.6 114.4 62.7 101.6 0.0 120.6 129.7 105.4 95.9 64.1 102.5 113.6.